Entry 1:
{
  "formula": "C34H28IN10O2SSeTi",
  "method": "wB97M-V/def2-TZVPD",
  "total_charge": 0,
  "homo_energy_ev": [-6.814, -6.814],
  "energy_ev": -162110.7230,
  "lumo_ev": [-0.689, -0.696],
  "e_above_lowest_ev": 0.9409,
  "spin_multiplicity": 2,
  "symbols": ["C", "H", "C", "H", "N", "H", "C", "H", "C", "O", "O", "H", "Se", "C", "C", "C", "H", "C", "C", "H", "H", "N", "C", "H", "C", "H", "H", "C", "C", "C", "C", "C", "H", "C", "N", "N", "H", "C", "H", "H", "H", "N", "H", "C", "C", "C", "C", "C", "C", "I", "C", "N", "H", "C", "S", "N", "H", "Ti", "N", "C", "C", "H", "N", "H", "H", "C", "H", "C", "N", "H", "H", "C", "H", "C", "C", "C", "H", "H"],
  "coordinates": [[4.729957, -0.364184, 1.473504], [-1.309092, -0.692256, 5.250265], [6.268485, 0.511692, -0.667095], [6.530850, -0.230628, 2.628698], [0.503402, 1.666454, -0.494563], [2.138607, -2.622705, 3.475240], [6.077466, -0.098028, 1.655068], [-4.798303, -0.081498, -0.481357], [-1.569219, -5.195561, -1.343226], [2.183796, -0.454125, -1.121227], [1.964335, -0.708475, 1.030015], [-2.490853, 2.174934, 3.457179], [-2.588790, 3.431980, 0.167345], [6.845442, 0.341742, 0.584506], [-3.864088, -4.503304, -1.279825], [0.817957, 4.405402, -0.857966], [-5.493061, -2.420267, -0.935744], [0.995912, 2.436110, 0.469461], [-4.066533, -0.865652, -0.623401], [-0.832118, -5.975125, -1.478335], [-1.270444, 1.269224, -5.952268], [1.262085, -3.087954, 3.289747], [-3.471905, -3.168259, -1.017439], [-3.253766, -6.513857, -1.636475], [-0.451028, 0.078386, 2.921441], [-0.459201, -3.517870, 1.542925], [4.452901, 0.353643, -1.819447], [-4.446029, -2.150857, -0.862535], [-1.101123, 0.375461, 5.268125], [-1.417054, 2.211074, 3.645718], [-1.695406, -1.488436, -0.631137], [-0.102734, 4.125116, -3.171365], [-0.253195, 0.569081, 5.933143], [-1.185792, -3.911102, -1.086491], [-0.907325, 3.886214, -5.304025], [0.285424, -1.009978, 3.347933], [6.869324, 0.856867, -1.498136], [2.703907, -0.475752, 0.022362], [-2.452484, 0.499098, -0.359310], [-0.936611, 2.652178, 2.773711], [1.396213, -3.940741, 2.768821], [-4.277919, 1.588958, 1.788553], [-4.923076, -4.721001, -1.354272], [1.183976, 3.805362, 0.324918], [-0.975559, -0.434602, -4.667429], [-0.626513, -0.831592, -3.380055], [-3.653698, 2.324064, 1.141376], [4.922587, 0.237134, -0.852078], [-2.092962, -2.832160, -0.900900], [0.872794, -3.511648, -1.013121], [-0.256249, 1.332636, -2.729924], [-0.277531, 0.025298, -2.431120], [7.897327, 0.553401, 0.726757], [0.276994, -2.267975, 2.753628], [-0.645934, 5.457452, -5.043588], [-0.601960, -2.575770, 1.892891], [-0.652952, -1.875673, -3.099134], [0.182796, -0.506324, -0.200204], [-0.104259, 5.398227, -3.525143], [-0.986209, 0.908027, -4.972914], [0.316118, 3.606918, -1.881967], [0.754159, -0.924543, 4.232270], [-0.648929, 0.282516, 1.659830], [-1.250776, -1.180893, -5.398537], [1.583976, 4.379233, 1.148052], [4.152479, -0.199556, 0.219888], [-1.217105, 2.848073, 4.507043], [-2.943742, -5.496772, -1.436137], [-0.874869, 0.886205, 3.923148], [-1.974550, 0.875730, 5.682793], [-1.348452, 1.007643, 1.499978], [-0.616025, 1.819290, -3.986941], [0.906073, 5.472813, -1.009310], [-0.564152, 3.255656, -4.194517], [-2.692571, -0.548491, -0.530319], [0.196002, 2.235479, -1.668516], [4.109758, -0.695796, 2.295330], [1.241043, 1.934637, 1.395825]],
  "forces_ev_per_angstrom": [[0.00, 0.02, 0.02], [0.00, 0.00, 0.00], [0.00, 0.00, -0.01], [0.00, 0.00, 0.00], [0.19, 0.12, 0.04], [0.02, 0.03, -0.04], [0.00, 0.00, -0.01], [0.00, 0.01, 0.00], [-0.04, -0.02, 0.01], [0.03, 0.05, -0.06], [-0.19, 0.13, 0.01], [-0.01, 0.00, 0.01], [0.04, 0.00, -0.04], [0.00, 0.00, 0.00], [-0.01, 0.02, 0.00], [-0.01, -0.01, 0.01], [0.00, 0.00, 0.00], [0.02, 0.05, 0.00], [0.01, 0.00, 0.03], [0.00, -0.01, -0.01], [0.00, 0.00, 0.00], [-0.01, 0.03, -0.02], [-0.02, 0.01, 0.03], [0.00, 0.00, 0.00], [-0.15, -0.10, 0.03], [-0.04, -0.02, 0.04], [0.00, 0.01, 0.00], [0.00, -0.02, 0.00], [-0.01, 0.00, 0.01], [0.02, 0.02, -0.02], [0.07, -0.01, -0.10], [0.00, -0.01, 0.05], [0.00, 0.01, 0.00], [0.00, 0.02, 0.01], [0.07, -0.02, -0.02], [0.03, 0.03, 0.06], [0.00, 0.00, 0.00], [0.08, -0.09, 0.09], [0.00, 0.03, -0.05], [-0.01, -0.02, -0.02], [-0.02, -0.03, 0.01], [-0.01, -0.03, 0.02], [0.00, 0.00, 0.00], [-0.02, -0.03, -0.01], [0.00, 0.01, 0.02], [-0.04, 0.01, -0.02], [0.02, 0.00, 0.00], [0.02, -0.03, 0.00], [0.01, -0.01, -0.01], [0.04, 0.05, -0.13], [0.07, 0.05, 0.08], [-0.07, 0.16, 0.10], [0.00, 0.00, 0.00], [0.09, -0.06, 0.02], [-0.09, 0.02, 0.02], [0.10, 0.00, 0.08], [0.00, 0.00, 0.01], [-0.09, -0.37, 0.23], [0.08, -0.01, -0.02], [0.01, 0.00, 0.01], [-0.01, 0.06, -0.04], [-0.02, -0.05, 0.01], [-0.06, 0.25, -0.19], [0.00, 0.00, 0.00], [0.00, 0.00, 0.00], [0.00, -0.02, -0.08], [0.01, 0.00, -0.01], [0.04, -0.02, -0.01], [0.04, -0.03, -0.07], [-0.01, -0.01, -0.01], [0.01, 0.03, 0.00], [-0.02, 0.03, -0.03], [0.00, 0.00, 0.00], [-0.03, -0.06, 0.01], [-0.03, -0.07, 0.02], [-0.07, -0.11, -0.05], [0.00, 0.00, 0.00], [0.00, -0.01, 0.01]],
  "mulliken_spin": [0.003, 0.000, -0.001, 0.000, -0.005, 0.000, -0.001, 0.000, 0.002, -0.014, 0.016, 0.000, 0.000, 0.002, 0.000, 0.011, 0.000, 0.045, 0.013, 0.000, 0.000, 0.000, -0.003, 0.000, 0.032, 0.003, 0.001, 0.005, 0.000, 0.000, -0.097, -0.001, 0.000, -0.003, 0.000, -0.001, 0.000, 0.012, -0.009, 0.000, 0.000, 0.000, 0.000, -0.002, 0.002, 0.013, 0.000, 0.001, -0.025, 0.001, -0.015, 0.024, 0.000, 0.001, -0.001, 0.007, 0.000, 0.901, -0.001, 0.003, -0.007, 0.000, -0.023, 0.000, 0.000, -0.004, 0.000, 0.000, 0.000, 0.000, -0.013, -0.001, 0.000, -0.002, 0.123, 0.012, 0.000, -0.002]
}

Entry 2:
{
  "formula": "C4H5N",
  "method": "wB97M-V/def2-TZVPD",
  "total_charge": 0,
  "homo_energy_ev": [-6.927, -6.856],
  "energy_ev": -5714.6128,
  "lumo_ev": [0.742, 0.423],
  "e_above_lowest_ev": 4.2337,
  "symbols": ["H", "H", "N", "C", "H", "C", "C", "H", "H", "C"],
  "coordinates": [[-2.742296, 1.994457, 0.121088], [1.387102, -1.264320, -1.058244], [0.922617, -0.721163, -0.332080], [-0.727704, 1.038906, -0.282308], [1.222878, 1.134684, -1.147553], [-1.798660, 1.552671, -0.074139], [0.524044, 0.532460, -0.619968], [0.309488, -0.669762, 1.629530], [0.373494, -2.315938, 0.977410], [0.529037, -1.281995, 0.786265]],
  "forces_ev_per_angstrom": [[-0.07, 0.02, 0.01], [0.14, 0.10, 0.30], [-0.46, -0.46, 0.06], [0.09, 0.12, 0.34], [0.25, 0.34, -0.64], [-0.16, 0.02, 0.10], [0.30, 0.49, -0.56], [-0.30, 0.71, 0.05], [0.36, -0.83, -0.63], [-0.15, -0.52, 0.96]],
  "nbo_charge": [0.229, 0.400, -0.408, -0.080, 0.201, -0.262, -0.230, 0.193, 0.185, -0.229]
}

Entry 3:
{
  "formula": "C3H7NO",
  "method": "wB97M-V/def2-TZVPD",
  "total_charge": 0,
  "homo_energy_ev": -9.564,
  "energy_ev": -6761.3662,
  "lumo_ev": 0.920,
  "e_above_lowest_ev": 1.3841,
  "symbols": ["H", "O", "C", "H", "H", "H", "H", "H", "C", "H", "N", "C"],
  "coordinates": [[-1.121400, 0.127083, 2.105433], [-0.056215, -1.335670, -1.030604], [0.501057, -0.257742, -0.777206], [0.779907, 1.255223, 0.750826], [1.015271, 1.581255, -1.583219], [-0.960566, -1.508507, 1.413488], [-1.903201, -0.220422, 0.557054], [1.201664, -0.468637, 1.207885], [-1.054350, -0.451156, 1.191933], [0.427824, 0.399789, -2.704115], [0.597566, 0.682966, -1.752698], [0.572443, 0.195818, 0.621223]],
  "forces_ev_per_angstrom": [[-0.46, -0.15, 0.41], [1.75, 0.44, -0.36], [-2.91, -0.97, -1.06], [-0.29, -0.10, 0.30], [0.06, -0.09, -0.04], [0.22, 0.11, -0.31], [0.39, 0.03, -0.38], [0.33, 0.35, 0.01], [2.87, 2.32, 0.34], [0.01, -0.02, 0.09], [0.74, 0.26, -0.13], [-2.74, -2.19, 1.12]],
  "nbo_charge": [0.186, -0.642, 0.637, 0.207, 0.387, 0.220, 0.211, 0.236, -0.536, 0.405, -0.814, -0.498]
}

| no. | strongest force on any atom (eV/Å) |
| --- | --- |
| 1 | 0.44 |
| 2 | 1.10 |
| 3 | 3.71 |